{"formula": "C4HNO2", "method": "ωB97M-V/def2-TZVPD", "homo_lumo_gap_ev": 9.8, "lumo_energy_ev": -0.718, "e_homo_ev": -10.5, "smiles": "N#CC(=C=O)C=O", "e_tot_ha": -358.1825, "e_above_lowest_ev": 0.051, "elements": ["C", "C", "C", "C", "N", "O", "O", "H"], "positions_angstrom": [[0.445015, -0.424384, -0.084898], [1.100482, 0.926804, 0.058060], [2.575245, 0.854682, -0.052831], [0.046764, 1.817259, 0.007496], [3.698523, 0.666824, -0.008434], [-0.825851, 2.574620, 0.046542], [1.054323, -1.429465, 0.140017], [-0.562740, -0.300657, -0.411378]], "forces_ev_per_a": [[1.94, 0.60, 0.77], [-1.17, -0.41, -0.96], [-3.24, 1.34, 0.81], [2.68, 1.06, 0.33], [1.05, -0.10, -0.22], [0.77, -1.35, -0.15], [-0.59, -0.35, -0.33], [-1.44, -0.80, -0.25]], "nbo_charge": [0.43, -0.52, 0.29, 0.81, -0.26, -0.37, -0.48, 0.11]}



{"formula": "C21H68AsF6N14O11", "method": "ωB97M-V/def2-TZVPD", "homo_lumo_gap_ev": 8.2, "lumo_energy_ev": 1.718, "e_homo_ev": -6.4, "total_charge": -1, "e_tot_ha": -5270.3587, "elements": ["As", "F", "F", "F", "F", "F", "F", "C", "O", "N", "N", "H", "H", "H", "H", "C", "O", "N", "N", "H", "H", "H", "H", "C", "O", "N", "N", "H", "H", "H", "H", "C", "O", "N", "N", "H", "H", "H", "H", "C", "O", "N", "N", "H", "H", "H", "H", "C", "C", "C", "O", "C", "N", "H", "H", "H", "H", "H", "H", "H", "H", "H", "H", "H", "C", "C", "C", "O", "C", "N", "H", "H", "H", "H", "H", "H", "H", "H", "H", "H", "H", "C", "C", "C", "O", "C", "N", "H", "H", "H", "H", "H", "H", "H", "H", "H", "H", "H", "C", "C", "C", "O", "C", "N", "H", "H", "H", "H", "H", "H", "H", "H", "H", "H", "H", "O", "H", "H", "O", "H", "H"], "positions_angstrom": [[-0.082730, -0.644343, -0.535558], [-0.707500, 1.045107, -0.800888], [0.503180, -0.735083, -2.173928], [0.539450, -2.362573, -0.400988], [-0.656920, -0.638593, 1.156582], [-1.701040, -1.111163, -1.116818], [1.506070, -0.033023, -0.082358], [1.758890, -5.856473, -2.961648], [1.438540, -6.722433, -3.756518], [2.974750, -5.511483, -2.593678], [0.855670, -4.999693, -2.540858], [3.656670, -6.251123, -2.683238], [3.207350, -4.563843, -2.332958], [-0.096060, -5.319333, -2.651048], [1.136950, -4.340283, -1.829398], [-3.643750, -1.342723, -4.199358], [-2.769860, -0.874473, -4.849918], [-4.731210, -1.763723, -4.798118], [-3.707400, -1.439473, -2.960208], [-4.620280, -1.663893, -5.797038], [-5.041940, -2.605883, -4.335178], [-2.956460, -1.112933, -2.368968], [-4.648750, -1.681323, -2.685478], [3.086030, 2.851887, -0.973838], [3.430390, 3.978517, -1.000358], [2.101330, 2.344507, -1.565088], [3.653610, 2.007127, -0.142858], [1.315370, 2.862057, -1.931838], [2.080170, 1.335177, -1.534778], [3.270890, 1.113297, 0.130422], [4.469010, 2.387907, 0.315642], [-0.187180, 2.386357, -4.585318], [-0.008390, 3.220807, -3.704228], [-0.400130, 1.095757, -4.408108], [-0.010230, 2.612417, -5.814238], [-0.538600, 0.644887, -3.514998], [-0.430580, 0.579317, -5.275548], [0.235870, 3.570477, -6.018338], [-0.261780, 1.952627, -6.536398], [1.187450, -4.299353, 3.739302], [0.788140, -5.213573, 4.465432], [2.350590, -3.806003, 3.794792], [0.559670, -3.867703, 2.631772], [2.747040, -3.217623, 3.075942], [2.834350, -4.123143, 4.622742], [-0.343100, -4.313493, 2.551862], [0.888470, -3.051543, 2.135912], [1.477350, 1.529587, 5.394392], [1.126110, 0.286487, 4.479292], [-0.262220, -0.263633, 4.919942], [-0.325450, -0.703633, 6.248852], [0.475290, -1.794603, 6.546742], [1.040460, 0.763747, 3.072322], [0.838110, 2.406277, 5.290052], [2.497830, 1.825967, 5.151742], [1.421560, 1.296187, 6.457642], [1.918550, -0.440543, 4.656962], [-0.656320, -0.996863, 4.216272], [-0.972460, 0.546177, 4.752982], [-0.058980, -2.403313, 7.276222], [1.408210, -1.461393, 7.001422], [0.611520, -2.522783, 5.747192], [0.386360, 1.524597, 2.956732], [0.781780, 0.126517, 2.332652], [5.144030, -3.083413, -2.014138], [4.122530, -1.894603, -1.862968], [3.908610, -1.036533, -3.136748], [4.973460, -0.101783, -3.137028], [4.885300, 0.953117, -4.129408], [2.864380, -2.630583, -1.664338], [5.175200, -3.450913, -3.039838], [5.016630, -3.911323, -1.316698], [6.139590, -2.656733, -1.892028], [4.266820, -1.256733, -0.990958], [2.997970, -0.438083, -3.110418], [3.863750, -1.508593, -4.118198], [5.757940, 1.079617, -4.770178], [4.859390, 1.963057, -3.720208], [4.007810, 0.835177, -4.765188], [2.714250, -2.860833, -0.692458], [2.177840, -1.932123, -1.911158], [-0.651090, 5.989177, -1.011848], [-0.626300, 4.579597, -0.323978], [-1.200350, 4.440057, 1.081702], [-0.518590, 5.096767, 2.152982], [-0.943920, 4.605907, 3.385432], [-1.328260, 3.752797, -1.207678], [-1.663410, 6.367827, -1.153018], [-0.160280, 5.973317, -1.984968], [-0.168520, 6.743427, -0.390288], [0.416340, 4.261807, -0.324318], [-1.327060, 3.375117, 1.276522], [-2.221310, 4.821697, 1.071472], [-0.395460, 5.028137, 4.227462], [-0.713760, 3.541017, 3.351792], [-2.007380, 4.758727, 3.569302], [-1.148780, 2.779547, -1.005968], [-0.957980, 3.794017, -2.146448], [-5.694440, -0.574933, 1.061102], [-4.320200, 0.111237, 1.011862], [-4.470900, 1.486707, 1.779652], [-4.503960, 1.275277, 3.146822], [-4.432210, 2.470467, 3.908612], [-3.369880, -0.746043, 1.715082], [-5.894620, -0.831443, 2.101412], [-5.714500, -1.479233, 0.452872], [-6.469070, 0.128627, 0.756062], [-3.978960, 0.260797, -0.012478], [-5.357060, 2.043047, 1.474182], [-3.583960, 2.079647, 1.556362], [-4.495570, 2.324067, 4.986872], [-5.207940, 3.184557, 3.632172], [-3.491800, 2.992887, 3.733112], [-2.453350, -0.329053, 1.636352], [-3.667830, -0.633463, 2.673542], [-2.122230, -3.234353, 1.774752], [-1.288820, -2.819373, 1.552392], [-2.745330, -2.509483, 1.825232], [-0.040200, -1.904123, -5.225458], [0.129910, -2.154543, -4.317398], [-0.826230, -1.359673, -5.181028]], "forces_ev_per_a": [[-0.68, 0.19, -0.50], [1.16, -2.16, 0.61], [-0.31, 0.34, 0.02], [-1.43, 1.91, 0.68], [0.98, -0.23, -1.63], [1.36, -0.30, 0.89], [-1.06, -0.61, 0.31], [-1.00, 0.03, -2.09], [0.41, -1.71, -0.02], [3.10, -1.13, 0.59], [-2.32, 1.69, 1.28], [0.20, 0.60, -0.21], [-0.14, -0.01, 0.16], [0.12, 0.51, 0.14], [-0.62, -0.05, -0.02], [0.47, 0.92, -3.28], [4.05, 2.00, -2.13], [-3.21, -1.35, -1.76], [-0.46, -0.63, 6.45], [-0.48, -0.80, 0.05], [-0.70, -0.24, -1.13], [-0.39, -0.21, 0.25], [0.63, 0.27, 1.30], [1.28, 0.44, 2.35], [1.50, 4.93, -0.71], [-5.11, -3.07, -3.77], [2.99, -2.33, 2.45], [0.31, -0.05, -0.41], [-0.76, 0.40, -0.27], [0.16, 0.43, -0.01], [-0.23, -0.45, 0.10], [0.46, -1.17, 4.78], [-0.17, 0.63, 0.46], [-0.76, -2.10, 0.77], [0.82, 3.03, -6.31], [-0.02, 0.20, -0.34], [-0.12, -0.60, 0.95], [-0.14, -0.29, -0.52], [0.18, 0.55, 0.08], [-3.44, -2.88, -1.49], [-0.30, 0.76, 0.22], [5.74, 1.98, 2.15], [-1.68, -0.58, -0.18], [0.09, -0.21, 0.55], [0.71, 0.46, -0.41], [-0.23, 0.73, -0.71], [-0.63, -0.29, -0.06], [0.32, -0.85, -0.47], [-1.64, 1.71, 0.26], [0.58, 0.40, -0.72], [-0.82, 0.69, -0.33], [-0.15, -1.00, 0.78], [0.78, -0.01, 0.47], [-0.25, -0.15, -0.54], [0.00, 0.15, 0.07], [0.10, -0.38, -0.03], [-0.01, -0.15, -0.52], [0.40, -0.75, -0.09], [-0.07, 0.36, 0.61], [0.00, 0.17, 0.40], [0.35, -0.20, -0.20], [0.31, 0.38, -0.53], [0.03, 0.27, 0.43], [0.21, -0.56, 0.59], [1.16, 2.21, -0.34], [-0.65, -2.59, -0.88], [0.93, 1.20, 0.39], [0.99, 1.31, -0.87], [-0.16, -0.07, 0.24], [-0.48, 0.72, -0.60], [-0.52, -0.14, 0.00], [-0.23, 0.27, 0.11], [0.32, -0.23, 0.28], [0.70, 0.27, -0.28], [-0.58, -0.22, 0.56], [0.14, -0.95, 0.19], [0.32, -1.07, -0.09], [-0.55, -0.17, 0.88], [-0.07, -0.11, 0.00], [0.07, 0.12, 0.14], [-0.73, -0.50, 0.26], [0.02, 0.10, 1.40], [1.61, 2.11, -0.36], [-0.73, 0.66, 0.00], [0.39, 0.40, -0.92], [0.31, -0.65, -0.06], [-1.74, -1.95, -0.83], [-0.26, -0.36, -0.05], [0.07, -0.25, 0.10], [0.31, -0.03, 0.02], [0.53, 0.27, 0.60], [0.38, -0.40, 0.21], [-0.39, 0.16, -0.15], [0.19, 0.32, -0.32], [-0.33, -0.44, 0.55], [-0.28, 0.02, -0.09], [-0.30, 0.03, 0.36], [-0.04, 0.54, -0.23], [0.39, 0.28, -0.10], [-1.16, 0.34, 1.05], [0.95, -0.20, -1.41], [-0.37, -0.31, 1.78], [0.23, 0.39, -0.38], [-0.50, 0.45, -0.20], [-0.08, -0.16, 0.02], [-0.07, 0.02, 0.04], [-0.10, -0.15, -0.22], [-0.07, 0.28, 0.04], [-0.16, 0.05, -0.31], [0.17, 0.36, -0.27], [-0.13, -0.69, -0.18], [-0.35, -0.05, -0.15], [0.30, -0.07, -0.18], [0.09, -0.04, 0.15], [0.35, -0.23, 0.54], [0.43, -1.13, 0.13], [-0.04, 0.21, -0.15], [-0.55, 0.71, -0.26], [0.47, -0.04, -0.41], [0.10, -0.12, 0.27], [-0.73, -0.09, 0.15]], "lowdin_charge": [0.95, -0.27, -0.25, -0.27, -0.26, -0.26, -0.24, -0.77, 0.01, 0.16, 0.16, 0.11, 0.04, 0.12, 0.07, -0.85, 0.06, 0.15, 0.22, 0.12, 0.11, 0.09, 0.13, -0.87, 0.06, 0.21, 0.17, 0.09, 0.07, 0.07, 0.11, -0.75, 0.01, 0.19, 0.17, 0.08, 0.08, 0.13, 0.12, -0.79, 0.01, 0.16, 0.17, 0.12, 0.13, 0.10, 0.08, -0.05, -0.37, -0.22, -0.17, -0.12, 0.05, 0.06, 0.07, 0.07, 0.12, 0.11, 0.12, 0.09, 0.09, 0.07, 0.05, 0.01, -0.06, -0.34, -0.19, -0.19, -0.08, 0.00, 0.08, 0.07, 0.07, 0.13, 0.10, 0.13, 0.07, 0.08, 0.08, 0.07, 0.02, -0.04, -0.44, -0.18, -0.16, -0.13, 0.03, 0.07, 0.07, 0.07, 0.12, 0.10, 0.12, 0.09, 0.06, 0.07, 0.02, 0.03, -0.06, -0.37, -0.21, -0.20, -0.08, 0.04, 0.08, 0.07, 0.07, 0.13, 0.12, 0.11, 0.09, 0.09, 0.06, 0.05, 0.08, -0.08, -0.03, -0.03, -0.06, 0.01, -0.03]}



{"formula": "CH2N2O2", "method": "ωB97M-V/def2-TZVPD", "homo_lumo_gap_ev": 10.1, "lumo_energy_ev": -0.774, "e_homo_ev": -10.9, "e_tot_ha": -299.1080, "e_above_lowest_ev": 6.228, "elements": ["C", "N", "N", "O", "O", "H", "H"], "positions_angstrom": [[-2.258063, 1.657825, 2.987961], [-3.288055, 0.941485, 2.534822], [-2.099767, 0.378350, 2.359599], [-1.649943, 2.539462, 3.446065], [-1.643660, -0.581186, 1.772076], [-1.573523, 1.765909, -0.297780], [-1.680335, 1.066664, 0.068634]], "forces_ev_per_a": [[1.53, 0.47, 0.40], [-1.24, -0.82, -0.49], [1.10, -1.31, -0.95], [-0.31, 0.70, 0.40], [-1.11, 0.88, 0.84], [-0.25, -1.46, 0.80], [0.28, 1.55, -1.00]], "nbo_charge": [0.74, -0.23, 0.27, -0.48, -0.29, 0.01, -0.02]}



{"formula": "C5H9AsCuF6NO4S2", "method": "ωB97M-V/def2-TZVPD", "homo_lumo_gap_ev": 9.6, "lumo_energy_ev": 0.306, "e_homo_ev": -9.3, "e_tot_ha": -5823.4390, "e_above_lowest_ev": 0.000, "elements": ["Cu", "C", "As", "C", "C", "H", "H", "H", "H", "H", "H", "H", "H", "H", "F", "C", "F", "F", "S", "O", "O", "N", "S", "O", "O", "C", "F", "F", "F"], "positions_angstrom": [[-1.171066, 0.590549, 0.289532], [-0.281337, 0.842107, 3.736681], [0.418447, 0.622553, 1.938830], [1.565950, 2.177128, 1.815255], [1.710744, -0.778673, 2.242358], [0.531694, 0.978148, 4.447642], [-0.860903, -0.037516, 4.010419], [-0.936311, 1.711175, 3.762213], [2.208629, 2.227848, 2.691264], [0.949480, 3.071771, 1.757406], [2.169257, 2.104728, 0.912988], [2.358504, -0.465466, 3.057340], [2.288598, -0.939466, 1.335637], [1.196495, -1.698443, 2.511337], [0.439882, 1.194664, -4.142772], [0.984339, 0.181937, -3.494918], [0.596079, -0.957455, -4.041755], [2.304416, 0.271026, -3.579093], [0.507192, 0.239430, -1.677741], [-0.184425, 1.511724, -1.490445], [1.738857, 0.030302, -0.977709], [-0.488422, -0.994204, -1.448647], [-2.012650, -0.711694, -1.887609], [-2.179657, -0.162636, -3.197873], [-2.762003, -0.077102, -0.787996], [-2.649738, -2.430406, -1.934627], [-2.324551, -3.082119, -0.829149], [-3.966696, -2.357568, -2.037449], [-2.150816, -3.062337, -2.981127]], "forces_ev_per_a": [[-0.19, 0.16, 1.01], [0.00, 0.01, 0.02], [-0.17, 0.31, 0.39], [0.00, -0.01, -0.07], [-0.06, -0.10, -0.16], [0.02, 0.00, 0.03], [0.00, -0.01, 0.01], [0.00, 0.01, 0.01], [0.06, 0.02, 0.03], [0.00, 0.02, 0.01], [0.00, -0.01, -0.02], [0.07, -0.02, 0.05], [0.00, 0.01, 0.00], [0.00, -0.03, 0.01], [-0.09, 0.12, -0.10], [-0.03, 0.10, 0.19], [-0.05, -0.18, -0.07], [0.17, 0.04, -0.06], [0.16, 0.03, -0.54], [0.32, -0.30, -0.19], [-0.19, -0.16, 0.05], [-0.23, 0.41, -0.24], [0.11, 0.28, -0.26], [-0.10, -0.14, 0.22], [0.28, -0.31, -0.38], [0.17, 0.07, 0.07], [-0.02, -0.11, 0.18], [-0.24, -0.09, -0.05], [0.04, -0.12, -0.15]], "nbo_charge": [0.71, -0.95, 0.88, -0.94, -0.94, 0.22, 0.24, 0.24, 0.22, 0.24, 0.25, 0.22, 0.26, 0.24, -0.29, 0.75, -0.30, -0.30, 2.18, -0.97, -0.92, -1.21, 2.20, -0.89, -0.98, 0.75, -0.30, -0.30, -0.29]}